{"formula": "C27H57N5O9", "method": "wB97M-V/def2-TZVPD", "e_tot_ha": -2013.54417, "total_charge": -2, "lumo_ha": 0.143, "species": ["N", "O", "O", "O", "N", "O", "O", "O", "C", "C", "C", "C", "C", "C", "N", "O", "C", "C", "C", "H", "H", "H", "H", "H", "H", "H", "H", "H", "H", "H", "H", "H", "H", "H", "H", "H", "H", "H", "C", "C", "C", "C", "C", "C", "N", "O", "C", "C", "C", "H", "H", "H", "H", "H", "H", "H", "H", "H", "H", "H", "H", "H", "H", "H", "H", "H", "H", "H", "C", "C", "C", "C", "C", "C", "N", "O", "C", "C", "C", "H", "H", "H", "H", "H", "H", "H", "H", "H", "H", "H", "H", "H", "H", "H", "H", "H", "H", "H"], "positions_angstrom": [[0.4715, -2.1072, 0.9533], [0.4681, -1.2163, 1.8390], [-0.6300, -2.4798, 0.4462], [1.5407, -2.6489, 0.6256], [4.9275, -3.0503, -0.6670], [6.1167, -3.4499, -0.5521], [4.4691, -2.1842, 0.1050], [4.1665, -3.5868, -1.4900], [6.5918, 2.6241, 2.5583], [5.2343, 2.2084, 3.1650], [4.5082, 3.4860, 3.5978], [4.0150, 4.2968, 2.3982], [3.2179, 3.3949, 1.4489], [3.7609, 1.9909, 1.1203], [4.3609, 1.3946, 2.3266], [5.0349, 0.1664, 2.0694], [2.4956, 1.2496, 0.6052], [4.7685, 1.9864, -0.0505], [5.5122, 1.4273, 4.4517], [7.0788, 1.9155, 1.8917], [7.3030, 2.8296, 3.3699], [6.5434, 3.6086, 2.0883], [3.6657, 3.2019, 4.2346], [5.2382, 4.0551, 4.1814], [4.9142, 4.6394, 1.8696], [3.5203, 5.2035, 2.7507], [3.1721, 3.9204, 0.4901], [2.2322, 3.3442, 1.9100], [2.4236, 1.5081, -0.4579], [2.5716, 0.1598, 0.6162], [1.5625, 1.5946, 1.0408], [4.2915, 2.3568, -0.9580], [5.5928, 2.6743, 0.1664], [5.1577, 0.9918, -0.2637], [6.0886, 2.0820, 5.1242], [6.2565, 0.6421, 4.3061], [4.5933, 1.0992, 4.9263], [5.7166, 0.4418, 1.4390], [-3.5308, 1.5926, 0.1547], [-3.4388, 0.9609, 1.5457], [-3.6282, 2.0139, 2.6623], [-5.0790, 2.4890, 2.7389], [-5.9687, 1.2799, 2.9554], [-5.8301, 0.1489, 1.9454], [-4.3976, -0.1211, 1.7985], [-4.2484, -1.1451, 0.8129], [-6.4863, -1.1204, 2.4832], [-6.5149, 0.5039, 0.6257], [-2.0521, 0.3690, 1.7742], [-3.7073, 0.8213, -0.5940], [-2.6341, 2.1321, -0.1598], [-4.3143, 2.3545, 0.1347], [-3.3158, 1.5701, 3.6070], [-2.9438, 2.8151, 2.3736], [-5.2513, 3.0601, 1.8231], [-5.2460, 3.2007, 3.5535], [-7.0056, 1.6290, 2.7877], [-6.0162, 0.9598, 3.9980], [-5.9035, -1.5585, 3.2912], [-7.5335, -0.9635, 2.7507], [-6.5133, -1.8263, 1.6498], [-7.5959, 0.6337, 0.6865], [-6.1226, 1.4545, 0.2515], [-6.2127, -0.1678, -0.1784], [-1.2042, 1.0429, 1.6431], [-1.7929, -0.4489, 1.0966], [-2.0290, -0.0377, 2.7859], [-3.5889, -1.7585, 1.1638], [-1.7739, -4.7744, -3.9684], [-1.4614, -3.2817, -4.1436], [-2.3159, -2.5866, -3.1124], [-1.9325, -1.1228, -2.8640], [-0.4594, -1.0589, -2.5292], [0.4963, -1.7903, -3.4846], [-0.0693, -3.1200, -3.7152], [0.8029, -3.9309, -4.4594], [0.5138, -0.9835, -4.8273], [1.8736, -1.7700, -2.8646], [-1.7557, -2.9895, -5.6269], [-1.3215, -5.4594, -4.6915], [-2.8512, -4.9730, -4.0063], [-1.4353, -5.1335, -2.9938], [-3.3730, -2.5030, -3.4157], [-2.3818, -3.1302, -2.1696], [-2.5748, -0.6786, -2.1068], [-2.0818, -0.5935, -3.8186], [-0.3336, -1.5989, -1.5781], [-0.1031, -0.0418, -2.3449], [0.5779, -1.5891, -5.7379], [-0.2615, -0.2210, -4.9067], [1.4620, -0.4343, -4.9091], [1.8801, -2.0640, -1.8123], [2.5646, -2.3535, -3.4697], [2.2667, -0.7491, -2.8151], [-2.6878, -3.4896, -5.8999], [-1.0305, -3.5368, -6.2400], [-1.7411, -1.9433, -5.9220], [0.6600, -3.7533, -5.4041]]}

---

{"formula": "C26H32AsNO5S2TeZr", "method": "wB97M-V/def2-TZVPD", "de_lowest_kcal_mol": 10.6, "spin_multiplicity": 2, "e_tot_ha": -4787.99617, "total_charge": 1, "s_squared": 0.757, "lumo_ha": [-0.123, -0.185], "species": ["Zr", "O", "S", "O", "O", "O", "C", "As", "C", "C", "S", "H", "H", "H", "H", "H", "H", "H", "H", "H", "C", "C", "C", "C", "C", "C", "Te", "N", "C", "O", "C", "C", "C", "C", "C", "C", "C", "C", "C", "C", "C", "C", "C", "C", "C", "C", "H", "H", "H", "H", "H", "H", "H", "H", "H", "H", "H", "H", "H", "H", "H", "H", "H", "H", "H", "H", "H", "H", "H"], "positions_angstrom": [[-0.6461, -0.9510, 1.3565], [-1.4360, -3.1993, 1.8063], [-2.6645, -2.3653, 1.7441], [-3.9481, -2.9229, 1.9317], [-2.2812, -1.2207, 2.7205], [-2.4415, -1.6369, 0.3974], [-4.6177, 0.8569, 2.8744], [-3.9245, 1.2605, 1.1408], [-4.8188, 0.2007, -0.1741], [-4.4971, 3.0442, 0.7815], [-1.7878, 1.4147, 0.9741], [-5.6814, 1.0945, 2.8366], [-4.1152, 1.4994, 3.5942], [-4.4673, -0.1838, 3.1377], [-5.8702, 0.4843, -0.1086], [-4.7005, -0.8619, -0.0018], [-4.4180, 0.4692, -1.1494], [-5.5857, 3.0843, 0.8023], [-4.1305, 3.3418, -0.1985], [-4.0842, 3.7078, 1.5383], [0.1496, 3.9169, -5.5381], [0.3822, 3.1374, -4.2753], [-0.4270, 2.0659, -3.9288], [-0.2189, 1.3212, -2.7725], [-1.1650, 0.1894, -2.4967], [0.8591, 1.6725, -1.9465], [1.4346, 0.5169, -0.2882], [0.6974, 0.1375, 2.8575], [1.2757, -1.0225, 2.9302], [1.2328, -1.7287, 1.8159], [1.7929, -1.6077, 4.1759], [1.2443, -2.7907, 4.6614], [1.7552, -3.3357, 5.8261], [2.8083, -2.7110, 6.4842], [3.3534, -1.5334, 5.9913], [2.8367, -0.9661, 4.8375], [1.7030, -1.3062, -1.3012], [0.7718, -2.3229, -1.1145], [0.9510, -3.5853, -1.6460], [2.0813, -3.8170, -2.4206], [2.9883, -2.7986, -2.6499], [2.8294, -1.5258, -2.0936], [3.8384, -0.4570, -2.3989], [1.6721, 2.7779, -2.2428], [2.8177, 3.2837, -1.4043], [1.4137, 3.4826, -3.4150], [-0.7553, 3.5900, -6.0477], [0.9859, 3.7949, -6.2282], [0.0562, 4.9825, -5.3262], [-1.2564, 1.7977, -4.5740], [-2.1367, 0.3991, -2.9436], [-1.3287, 0.0456, -1.4282], [-0.8025, -0.7509, -2.9137], [0.4352, -3.2802, 4.1327], [1.3381, -4.2518, 6.2211], [3.2072, -3.1449, 7.3915], [4.1750, -1.0562, 6.5073], [3.2416, -0.0413, 4.4475], [-0.1797, -2.1711, -0.5926], [0.2183, -4.3618, -1.4755], [2.2503, -4.7945, -2.8521], [3.8581, -2.9850, -3.2678], [4.7788, -0.8992, -2.7234], [4.0526, 0.1754, -1.5360], [3.4798, 0.1958, -3.1989], [2.9027, 2.8302, -0.4199], [2.7089, 4.3574, -1.2517], [3.7680, 3.1233, -1.9175], [2.0408, 4.3350, -3.6541]]}

---

{"formula": "C11H14ClNO", "method": "wB97M-V/def2-TZVPD", "de_lowest_kcal_mol": 0.0, "e_tot_ha": -1017.76808, "total_charge": 0, "lumo_ha": 0.030, "species": ["C", "C", "C", "C", "C", "C", "C", "C", "C", "C", "C", "H", "H", "H", "H", "H", "H", "H", "H", "H", "H", "H", "H", "H", "H", "N", "O", "Cl"], "positions_angstrom": [[1.6667, 2.1111, 0.4895], [2.7423, 1.0891, 0.1209], [2.3023, -0.3733, 0.0517], [0.7902, -1.9881, -1.0500], [-0.2952, -2.2056, 0.0372], [-1.2428, -1.0254, 0.1813], [-1.2251, -0.1800, 1.3257], [-2.0172, 0.9497, 1.3858], [-2.8334, 1.3430, 0.2969], [-2.8817, 0.4836, -0.8198], [-2.1235, -0.6878, -0.8591], [0.9829, 1.7527, 1.2494], [2.1409, 3.0586, 0.8315], [3.2755, 1.3475, -0.7712], [3.5061, 1.0489, 0.9078], [0.9510, 0.1132, -1.3435], [0.2833, -2.0134, -2.0003], [1.5517, -2.7779, -1.0204], [-0.8890, -3.1232, -0.2177], [0.1811, -2.3914, 0.9789], [-0.5145, -0.4742, 2.0990], [-2.0510, 1.5015, 2.2997], [-3.3789, 2.2910, 0.2640], [-3.4474, 0.7119, -1.7451], [-2.1583, -1.2813, -1.7808], [1.4155, -0.6868, -0.9398], [2.6443, -1.1834, 0.9197], [0.6242, 2.5899, -0.8913]]}

---

{"formula": "C7H11N6", "method": "wB97M-V/def2-TZVPD", "de_lowest_kcal_mol": 21.4, "e_tot_ha": -601.60970, "total_charge": 1, "lumo_ha": -0.159, "species": ["C", "C", "C", "C", "C", "C", "C", "N", "N", "N", "N", "N", "N", "H", "H", "H", "H", "H", "H", "H", "H", "H", "H", "H"], "positions_angstrom": [[0.2160, 1.5430, 2.2107], [0.7611, 1.6037, 3.4790], [0.4378, 0.2402, 1.7762], [0.7992, -1.3732, 0.0337], [0.1700, -2.0945, -0.9919], [-0.6990, 0.0093, -1.7850], [0.1802, -0.2389, 0.4335], [1.2856, 0.4340, 3.8421], [1.1822, -0.3769, 2.7558], [-0.5781, -1.5130, -1.8631], [-0.8061, 0.2801, -0.3812], [-1.7679, 0.3675, -2.5642], [0.5818, 0.3581, -2.3514], [-0.2481, 2.3158, 1.5495], [0.7758, 2.4703, 4.1984], [1.6338, -1.8202, 0.6425], [0.3464, -3.2133, -1.1475], [1.2226, -1.3894, 2.8030], [-1.3431, -1.9138, -2.3965], [-1.4626, 0.8447, 0.1385], [-1.6204, 1.1865, -3.1076], [-2.6894, 0.4787, -2.2629], [0.5186, 0.8305, -3.2489], [1.1038, 0.9708, -1.7630]]}

---

{"formula": "C7H15N2", "method": "wB97M-V/def2-TZVPD", "de_lowest_kcal_mol": 50.4, "e_tot_ha": -384.91653, "total_charge": 1, "lumo_ha": -0.148, "species": ["C", "C", "C", "C", "C", "C", "C", "N", "N", "H", "H", "H", "H", "H", "H", "H", "H", "H", "H", "H", "H", "H", "H", "H"], "positions_angstrom": [[2.4901, 0.0939, 0.6170], [0.2078, -0.8868, 0.9801], [-1.0659, -0.9153, 0.1968], [-1.7630, 0.5371, 0.0806], [3.4610, 0.8775, -0.1751], [-1.1612, -1.6040, -1.1397], [-2.9247, 0.7620, 0.5900], [1.2049, 0.0922, 0.4157], [-0.8907, 1.4040, -0.5542], [-0.2220, -0.5823, 2.0237], [0.7355, -1.8834, 1.1033], [-1.8689, -1.2976, 0.8898], [4.2874, 1.0731, 0.3997], [2.8879, 1.6364, -0.7015], [3.6125, 0.2665, -1.0971], [-0.2181, -1.5429, -1.7392], [-1.8686, -1.0158, -1.7746], [-1.4590, -2.5861, -0.9816], [-3.3409, -0.1092, 1.0303], [-3.4078, 1.7495, 0.5774], [2.9929, -0.5219, 1.3418], [-1.0892, 1.2506, -1.5045], [0.6803, 0.8417, -0.1598], [-1.2804, 2.3607, -0.4190]]}